1.
Density functional theory data (ωB97M-V with the def2-TZVPD basis set) for a 19-piece molecular cluster, C54H108F4N12O36S3 overall at a distorted geometry.

Results
Highest occupied orbital energy ... -0.326 Eh
Gap between HOMO and LUMO ... 0.1869 Eh
Maximum force ... 5.58 eV/Å
E_tot ... -192715.2386 eV
LUMO level ... -3.795 eV

Each line ends with the Löwdin charge.
Atoms and positions in Å:
1 S -2.8545 4.3177 2.8947  0.76
2 S 3.6700 -2.6118 8.2572  0.71
3 S 0.1682 -0.5868 0.9510  0.68
4 F -4.6489 -0.1557 -2.8075  0.04
5 F 7.7739 2.4378 -1.1794  0.12
6 F 3.6294 4.2261 3.6752  0.08
7 F 1.1705 1.6480 -7.0913  0.11
8 O 3.6800 -1.4267 7.0592  -0.19
9 O -3.1286 2.5255 -2.3755  0.01
10 O 0.7102 -2.7858 -2.8773  0.06
11 O 1.9573 3.9197 0.6140  0.01
12 O 1.1288 0.5956 0.2268  -0.24
13 O -0.5807 -0.9226 8.2881  0.03
14 O 2.2647 -2.9469 8.4347  -0.24
15 O 0.7696 -2.6318 -7.8127  0.15
16 O 4.8761 -0.2099 -0.5677  0.19
17 O -0.3541 -1.0649 -0.5030  -0.21
18 O 4.4867 -2.2767 9.3716  -0.20
19 O -2.8686 5.6634 2.3845  -0.22
20 O -0.9474 7.2820 -0.8201  0.00
21 O 5.2157 -3.7955 0.1911  0.04
22 O -2.5686 -6.6051 -4.2424  -0.01
23 O -3.7922 -1.4463 -5.7810  0.06
24 O 1.0151 -1.5109 1.6793  -0.23
25 O -6.5539 -2.0002 1.3338  0.03
26 O 3.4012 1.4081 3.7021  0.06
27 O 5.2299 1.9086 0.1352  0.09
28 O 5.8972 1.3220 -1.8681  0.15
29 O -3.1025 3.1312 1.7284  -0.24
30 O 5.1531 2.6414 3.2895  0.15
31 O -2.5796 -4.4386 1.6102  0.03
32 O -0.9531 0.0038 1.6332  -0.24
33 O 0.4719 -0.4740 -7.2844  0.14
34 O -2.7838 -0.3665 -4.1622  0.10
35 O 4.3652 -3.7124 7.3131  -0.16
36 O 2.5330 -1.2891 -7.1893  0.09
37 O -1.5023 -1.7427 -5.4078  0.15
38 O -7.5652 3.1045 2.1732  0.03
39 O 3.0954 2.3271 -5.0146  0.01
40 O 5.4137 0.6787 4.4798  0.15
41 O -1.6708 3.8239 3.6734  -0.28
42 O -4.2735 3.8488 3.6161  -0.22
43 O 1.6957 -4.3035 4.5797  0.02
44 N -5.2884 -3.7767 1.6373  0.00
45 N 1.0654 -6.3176 5.2719  0.02
46 N 1.2700 5.6432 -0.6856  0.04
47 N -1.4418 -3.1591 3.1129  0.07
48 N 2.2433 -4.1595 -1.9936  0.04
49 N 4.4843 -5.0606 1.9762  0.01
50 N -1.9652 -4.3737 -3.8177  0.01
51 N -1.2932 6.7672 -2.9955  0.04
52 N -3.4543 3.4709 -4.3875  0.01
53 N -0.3326 -0.8427 6.0779  0.05
54 N -6.5869 2.2859 0.3275  0.03
55 N 4.6285 3.7933 -5.7221  0.01
56 C 5.5888 3.0246 -0.5859  -0.11
57 C 4.8910 -6.3987 1.4407  -0.04
58 C 1.3101 0.1236 7.7537  -0.01
59 C -7.0471 3.3091 1.1050  -0.56
60 C 2.2909 4.5124 -5.3308  0.01
61 C -4.9101 -0.9106 -5.1509  -0.03
62 C -4.2761 -1.8814 0.6362  0.02
63 C 0.4220 5.3402 1.6443  0.03
64 C 1.2503 -1.5522 -7.5287  -0.51
65 C 4.2380 -2.6910 2.0075  0.01
66 C 4.7371 1.5185 3.9170  -0.49
67 C 5.6851 2.8374 -5.9784  -0.05
68 C 1.8720 -7.0485 4.2757  -0.04
69 C -6.2406 -4.4777 2.4426  -0.06
70 C 2.6077 -1.7696 -1.9414  0.01
71 C -0.5650 -0.0324 -1.4031  -0.17
72 C -1.2378 2.5711 -3.7051  0.03
73 C 0.2559 -0.2233 4.8864  -0.05
74 C -2.6067 -1.3098 -5.1200  -0.48
75 C 3.4214 3.4844 -5.3579  -0.54
76 C 0.0673 -4.3807 6.2794  0.03
77 C -4.8482 3.7530 -4.2997  -0.06
78 C -0.9923 -5.6294 -5.7192  0.00
79 C 0.0924 -0.6198 7.3216  -0.58
80 C 1.2298 0.4736 -6.5739  -0.40
81 C -4.5799 2.4912 3.5290  -0.15
82 C 4.1156 3.3404 2.7850  -0.36
83 C 1.6146 -5.5164 -2.0326  -0.02
84 C -1.9970 -5.5394 -4.5649  -0.49
85 C -0.2555 -4.5145 1.5959  0.01
86 C -4.1438 0.0328 -4.0860  -0.23
87 C 0.4143 1.1453 -0.9336  -0.11
88 C 1.0169 -4.9801 5.3211  -0.59
89 C -2.6991 -4.1813 -2.5754  -0.05
90 C 1.2768 4.9444 0.4530  -0.50
91 C 4.6966 -3.9373 1.2890  -0.57
92 C 3.7571 -2.0053 5.8207  -0.24
93 C -2.6169 -2.6316 3.8118  -0.05
94 C -5.4913 -2.5756 1.2170  -0.61
95 C 1.7449 -2.9718 -2.3206  -0.58
96 C 3.0050 2.2741 2.6193  -0.05
97 C 2.6420 0.0209 -6.7535  -0.10
98 C -5.9683 2.5796 -0.9829  -0.09
99 C 4.5428 -3.2401 6.0291  -0.22
100 C -2.7072 5.8069 -1.2132  0.03
101 C -0.3461 7.7211 -3.6900  -0.01
102 C 6.5413 2.5400 -1.6338  -0.35
103 C -1.5924 6.7320 -1.7125  -0.55
104 C 5.2863 0.8908 -0.7501  -0.52
105 C -1.5587 -4.0604 2.1628  -0.56
106 C -2.6869 2.8624 -3.4860  -0.56
107 C 1.9324 5.1600 -1.8722  -0.06
108 C -3.7924 2.0009 2.2669  -0.15
109 C -6.9752 4.7866 0.6792  0.02
110 H 4.9014 -7.1180 2.2596  0.08
111 H -0.2818 6.0899 1.2826  0.06
112 H 0.9199 1.1056 8.0210  0.10
113 H 4.2870 -1.3001 5.1804  0.11
114 H 0.6608 -6.6854 6.1211  0.13
115 H 2.1710 4.9556 -6.3193  0.09
116 H -3.2172 -5.1086 -2.3310  0.08
117 H 5.9400 -6.2281 1.1988  0.08
118 H -5.0355 3.1275 -0.8500  0.07
119 H 4.2374 -6.5712 0.5855  0.08
120 H 6.1558 3.6620 0.0926  0.15
121 H -3.5355 -3.1404 3.5195  0.07
122 H -5.5377 -1.7360 -4.8148  0.14
123 H -7.3072 5.4352 1.4899  0.09
124 H 4.8601 -2.4565 2.8713  0.08
125 H 1.3044 0.0449 5.0158  0.06
126 H -1.2466 -1.2586 5.9691  0.12
127 H -4.1921 2.1113 4.4742  0.13
128 H -0.2490 8.5896 -3.0385  0.09
129 H -3.4727 -1.8848 1.3730  0.05
130 H -0.4041 -4.7229 -5.8617  0.06
131 H 3.9127 -5.1671 2.8021  0.10
132 H -0.0623 -5.1709 7.0189  0.09
133 H -7.5632 4.9258 -0.2279  0.08
134 H -0.3635 -6.4939 -5.5063  0.08
135 H 2.7619 -2.0833 5.3831  0.12
136 H 5.5308 2.2263 -6.8678  0.09
137 H -1.8486 6.1651 -3.5864  0.12
138 H 6.6749 3.2922 -6.0163  0.09
139 H -5.0437 4.8215 -4.2090  0.09
140 H 2.0471 0.4317 7.0121  0.06
141 H -0.5055 -2.9047 3.3935  0.11
142 H -4.1299 -2.3579 -0.3331  0.08
143 H -7.2573 -4.1907 2.1742  0.09
144 H 3.2208 0.6529 -7.4270  0.14
145 H 2.9308 4.7610 -1.6930  0.07
146 H 1.0325 5.8316 2.4018  0.10
147 H 3.1797 -0.0734 -5.8100  0.13
148 H -3.3855 -3.3576 -2.7716  0.07
149 H 1.9485 2.5417 2.6380  0.13
150 H 3.6364 -2.1079 -1.8171  0.07
151 H 0.5259 6.3104 -0.8314  0.07
152 H -0.0828 -4.0118 0.6442  0.08
153 H 2.4596 -1.2400 -1.0003  0.06
154 H 5.6851 2.1706 -5.1161  0.08
155 H -5.4955 -0.2173 -5.7548  0.13
156 H 4.2833 -3.9777 5.2696  0.12
157 H 1.1224 1.3410 -1.7388  0.12
158 H 0.4582 -3.4724 6.7379  0.07
159 H 4.7167 3.5295 -1.0013  0.13
160 H 1.2362 -7.8895 3.9990  0.08
161 H -2.7383 -2.7522 4.8883  0.08
162 H -4.1181 1.0929 -4.3383  0.13
163 H 2.2171 -6.1823 -1.4149  0.07
164 H 1.9180 5.9566 -2.6162  0.06
165 H -5.9156 4.8614 0.4347  0.06
166 H 0.6334 -4.3873 2.2137  0.06
167 H 0.0239 2.0569 -0.4813  0.12
168 H 6.5921 3.2479 -2.4611  0.17
169 H -0.1358 4.5561 2.1563  0.05
170 H 2.5992 5.3036 -4.6474  0.06
171 H -5.2088 3.2972 -3.3776  0.06
172 H -6.1179 -4.3745 3.5207  0.08
173 H -0.2526 -0.4723 -2.3502  0.11
174 H 0.2423 -0.7472 3.9307  0.05
175 H 2.4743 -0.9620 -2.6612  0.08
176 H -0.6931 8.0489 -4.6699  0.08
177 H 0.5685 7.1556 -3.8682  0.05
178 H -0.1485 0.7889 4.8845  0.09
179 H -3.3964 5.3996 -1.9529  0.06
180 H -0.8221 -4.0983 5.7161  0.08
181 H -5.4466 3.3279 -5.1055  0.09
182 H -1.6088 0.2658 -1.5012  0.12
183 H 4.1037 -1.8239 1.3608  0.07
184 H -5.6674 2.4275 3.4904  0.12
185 H 0.6237 -5.4020 -1.5931  0.07
186 H 2.8260 -7.3106 4.7331  0.09
187 H -5.7440 1.6615 -1.5260  0.07
188 H -0.5890 2.9958 -2.9391  0.08
189 H -2.8947 -1.6052 3.5722  0.08
190 H -0.3128 -5.5790 1.3689  0.09
191 H 2.9856 -4.1208 -1.3098  0.11
192 H -4.4181 1.6196 1.4600  0.10
193 H 4.3713 3.8763 1.8709  0.15
194 H -6.0750 -5.5268 2.1973  0.09
195 H -4.4224 -4.2509 1.4243  0.09
196 H -3.3917 6.2994 -0.5225  0.09
197 H -6.7176 3.0722 -1.6026  0.08
198 H -4.4180 -0.8189 0.4386  0.06
199 H 3.2488 -2.8292 2.4439  0.06
200 H -1.4191 -3.6170 -4.2040  0.08
201 H -1.5095 -5.8304 -6.6574  0.08
202 H 1.3959 -5.9306 -3.0168  0.08
203 H -1.9704 -4.0654 -1.7732  0.07
204 H -0.9832 2.7775 -4.7447  0.08
205 H 4.6425 4.5667 -6.3715  0.14
206 H -3.0575 3.6450 -5.2999  0.14
207 H 1.8043 -0.3099 8.6232  0.08
208 H 1.3733 4.0333 -4.9894  0.07
209 H 5.6020 -2.9996 5.9374  0.14
210 H -2.1637 5.0376 -0.6647  0.09
211 H -1.1430 1.5213 -3.4274  0.07
212 H 0.9647 0.5539 -5.5197  0.17
213 H 3.2166 1.8813 1.6248  0.11
214 H 1.3030 4.3853 -2.3101  0.07
215 H 2.0183 -6.5442 3.3205  0.07
216 H -2.9874 1.3175 2.5373  0.10
217 H -6.6304 1.3345 0.6636  0.14

=====

2.
Density functional theory data (ωB97M-V with the def2-TZVPD basis set) for a 3-piece molecular cluster, C5H15N2O overall at a distorted geometry.

Results
Highest occupied orbital energy ... -0.502 Eh
Charge ... +1
Energy relative to the best compared isomer or geometry (same formula, charge and spin) ... 8.491 eV
Gap between HOMO and LUMO ... 0.1547 Eh
Maximum force ... 2.46 eV/Å
E_tot ... -10442.0697 eV
LUMO level ... -9.438 eV

Each line ends with the Löwdin charge.
Atoms and positions in Å:
1 O -0.4974 -1.5733 0.2042  -0.02
2 N -2.6499 1.2002 -3.3820  0.15
3 N -1.5786 0.4185 -1.4956  0.17
4 C -2.3212 0.2280 -2.5271  -0.29
5 C -0.0737 0.2586 2.4012  -0.03
6 C 1.4348 -0.0252 2.2376  -0.21
7 C 1.8459 0.2533 -0.3333  -0.08
8 C 1.9641 -0.5655 0.9280  -0.22
9 H -0.4956 -0.5082 1.7525  0.05
10 H 3.0045 -0.8971 0.9527  0.14
11 H 2.0807 -0.3310 -1.2230  0.09
12 H -1.0353 -2.1379 0.7853  0.06
13 H 2.0681 0.8711 2.3723  0.15
14 H -2.6692 -0.7829 -2.7529  0.15
15 H 1.8081 -0.7004 3.0132  0.12
16 H 2.5021 1.1300 -0.3213  0.11
17 H -0.2585 0.1966 3.4683  0.09
18 H -0.3697 1.2628 2.1167  0.09
19 H -1.3375 -0.4564 -1.0071  0.01
20 H 1.4559 -1.5795 0.6637  0.17
21 H -2.6369 2.1682 -3.1077  0.12
22 H -3.0569 0.9857 -4.2753  0.12
23 H 0.8162 0.5845 -0.4705  0.05

=====

3.
Density functional theory data (ωB97M-V with the def2-TZVPD basis set) for one molecule with the formula C4H6S3 at a distorted geometry.

Results
Highest occupied orbital energy ... -0.313 Eh
Energy relative to the best compared isomer or geometry (same formula, charge and spin) ... 2.036 eV
Gap between HOMO and LUMO ... 0.2991 Eh
Maximum force ... 5.88 eV/Å
E_tot ... -36748.2224 eV
LUMO level ... -0.381 eV

Each line ends with the Löwdin charge.
Atoms and positions in Å:
1 S 0.4928 1.8680 -1.1721  0.83
2 S -0.6033 0.4668 1.2182  0.86
3 S -0.4252 -2.1712 -0.2716  0.69
4 C 0.6817 0.1523 -1.1139  -0.73
5 C -1.3642 -0.8175 2.0490  -0.56
6 C 1.9685 1.0664 -0.7148  -0.39
7 C -0.0994 -0.5244 -0.1357  -1.08
8 H -2.2089 -1.1378 1.5362  -0.02
9 H 2.4490 0.9710 0.2151  0.05
10 H -1.4451 -0.6645 3.2176  0.08
11 H 2.7702 1.1701 -1.5385  0.09
12 H 0.5675 -0.3101 -2.1589  0.12
13 H -0.6805 -1.9056 1.8281  0.04

=====

4.
Density functional theory data (ωB97M-V with the def2-TZVPD basis set) for C51H49BNO2P2SiZn as an isolated structure.

Results
Highest occupied orbital energy ... -0.090 Eh
Charge ... -1
Gap between HOMO and LUMO ... 0.1690 Eh
Maximum force ... 0.75 eV/Å
E_tot ... -134820.7173 eV
LUMO level ... 2.154 eV

Each line ends with the Löwdin charge.
Atoms and positions in Å:
1 Zn 0.8296 0.2691 1.1981  0.58
2 P -2.3873 -0.9306 -0.2723  1.06
3 P 0.3141 2.4038 -0.4356  1.05
4 Si -1.2452 1.0167 2.1129  0.53
5 O 3.3360 -0.9968 -0.0386  0.03
6 O 3.8186 0.8953 1.1052  0.03
7 N 1.6318 -6.2412 5.0511  0.13
8 C -2.1094 2.2099 -3.7615  -0.08
9 C -0.7966 1.7641 3.8341  -0.24
10 C 0.0529 1.3409 -4.3395  -0.09
11 C 1.4642 -5.6452 4.0799  -0.21
12 C -2.9935 3.3012 1.7386  -0.09
13 C -3.8081 -0.7044 -1.4512  -0.36
14 C 0.3559 -2.9825 1.7526  -0.05
15 C 1.5326 -4.6498 0.5054  -0.03
16 C 0.5026 1.6233 -3.0623  -0.11
17 C 5.7996 1.6073 -0.0432  -0.01
18 C -5.6270 0.7007 -2.2046  -0.11
19 C 3.2450 5.0186 -1.7444  -0.09
20 C 5.8976 -0.0003 1.8557  -0.01
21 C 1.7423 -5.3783 1.6567  -0.03
22 C 2.3198 3.9286 0.6254  -0.10
23 C 4.8066 -0.3983 -1.8125  -0.01
24 C 0.5536 -2.7093 -0.7418  -0.11
25 C -3.3513 -0.7640 1.2948  -0.37
26 C 4.7192 -0.7571 -0.3285  -0.47
27 C -4.5045 0.5050 -1.4168  -0.12
28 C 1.6497 3.6448 -0.5681  -0.36
29 C -0.9036 -3.0139 -1.3574  -0.34
30 C -1.5347 -5.3889 -1.0044  -0.16
31 C -6.0540 -0.3046 -3.0637  -0.12
32 C -3.2663 4.6127 1.3871  -0.08
33 C 1.2559 -4.9080 2.8804  -0.25
34 C -2.5282 -3.7028 0.4082  -0.16
35 C -0.9737 -4.4466 -1.8010  -0.12
36 C -1.8457 2.6486 1.2838  -0.29
37 C -2.2602 -5.0430 0.1676  -0.16
38 C -2.3714 5.3201 0.5907  -0.09
39 C 2.1276 4.1948 -1.7542  -0.09
40 C 5.4843 -2.0512 -0.0765  -0.01
41 C -4.2188 -1.6894 -2.3408  -0.08
42 C -2.8349 0.0112 2.3440  -0.31
43 C -1.0122 3.3428 0.3974  -0.39
44 C 3.4257 4.7584 0.6347  -0.09
45 C -0.3384 2.2387 -2.1296  -0.35
46 C 0.5562 -3.6991 2.9135  -0.02
47 C -1.6562 2.5094 -2.4848  -0.08
48 C 0.8449 -3.4340 0.5204  -0.21
49 C 3.8954 5.3041 -0.5538  -0.10
50 C -1.2557 4.6807 0.0803  -0.09
51 C -5.2796 -1.3101 2.6468  -0.09
52 C -2.0364 -2.6931 -0.4089  -0.42
53 C -3.5345 0.0599 3.5514  -0.12
54 C -4.5860 -1.3972 1.4500  -0.10
55 C -4.7457 -0.5956 3.7101  -0.10
56 C -1.2571 1.6381 -4.6932  -0.09
57 C 5.0928 0.4372 0.6311  -0.47
58 C -5.3355 -1.4890 -3.1434  -0.10
59 B 2.8214 0.0069 0.7494  -0.66
60 H 1.6198 3.9829 -2.6863  0.10
61 H 0.5928 -1.6223 -0.6052  0.06
62 H -0.5632 5.2201 -0.5563  0.11
63 H 5.8380 -0.2138 -2.1150  0.09
64 H -5.6625 -2.2679 -3.8225  0.09
65 H 6.8674 -0.4075 1.5690  0.09
66 H 1.2835 -2.9868 -1.5061  0.11
67 H 3.9341 4.9706 1.5669  0.10
68 H 2.2673 -6.3243 1.6204  0.11
69 H 6.5571 -1.9082 -0.2146  0.09
70 H 0.7142 0.8699 -5.0561  0.10
71 H 5.9837 2.3854 0.6982  0.09
72 H -0.2599 -2.0957 1.7894  0.06
73 H 0.1640 -3.3371 3.8560  0.12
74 H -0.9439 -2.3392 -2.2249  0.11
75 H 5.3405 -0.7451 2.4230  0.10
76 H -5.0014 -1.9648 0.6268  0.11
77 H -3.1217 0.6226 4.3818  0.09
78 H -2.5556 6.3626 0.3607  0.10
79 H 0.1967 2.2174 3.7732  0.01
80 H -5.2730 -0.5401 4.6551  0.09
81 H 4.1982 0.4805 -2.0266  0.08
82 H -3.6778 -2.6297 -2.3756  0.10
83 H 4.7645 5.9498 -0.5500  0.10
84 H -3.1983 -3.4614 1.2266  0.09
85 H 5.1837 2.0410 -0.8294  0.08
86 H -3.6742 2.7663 2.3940  0.10
87 H -2.6887 -5.8105 0.8001  0.06
88 H -2.3321 2.9447 -1.7602  0.10
89 H 5.2901 -2.4252 0.9268  0.09
90 H 5.1349 -2.8015 -0.7861  0.09
91 H 1.5116 1.3570 -2.7638  0.10
92 H 6.7541 1.2871 -0.4647  0.09
93 H 1.9612 3.4827 1.5474  0.11
94 H 3.6143 5.4345 -2.6740  0.10
95 H -6.1742 1.6348 -2.1419  0.09
96 H 1.9072 -5.0258 -0.4387  0.11
97 H -1.4912 2.5393 4.1664  0.02
98 H -4.1641 5.0952 1.7549  0.10
99 H -1.4839 -6.4333 -1.3012  0.09
100 H -4.1668 1.2809 -0.7349  0.09
101 H -6.9469 -0.1622 -3.6610  0.09
102 H -1.6166 1.4047 -5.6872  0.10
103 H -3.1396 2.4124 -4.0259  0.10
104 H 4.4116 -1.2314 -2.3941  0.09
105 H 6.0594 0.8650 2.4992  0.09
106 H -0.4516 -4.7225 -2.7131  0.08
107 H -0.7495 0.9865 4.6021  0.02
108 H -6.2377 -1.8056 2.7521  0.10

=====

5.
Density functional theory data (ωB97M-V with the def2-TZVPD basis set) for a 4-piece molecular cluster, C4H16NO3 overall at a distorted geometry.

Results
Highest occupied orbital energy ... -0.515 Eh
Charge ... +1
Energy relative to the best compared isomer or geometry (same formula, charge and spin) ... 1.985 eV
Gap between HOMO and LUMO ... 0.3627 Eh
Maximum force ... 3.83 eV/Å
E_tot ... -12032.6480 eV
LUMO level ... -4.157 eV

Each line ends with the Löwdin charge.
Atoms and positions in Å:
1 O 1.3746 3.9318 3.4287  -0.08
2 O 2.5345 0.7454 -3.3676  -0.07
3 O -3.5012 0.4435 -0.3930  -0.05
4 N -0.6242 0.3415 -0.5720  0.04
5 C -0.8820 1.5031 -0.1511  0.14
6 C 0.1559 -2.1083 -0.4870  -0.23
7 C 0.7356 -3.0582 0.5815  -0.11
8 C -0.2791 -0.8637 0.2573  -0.16
9 H -1.0507 -0.9489 1.0348  0.14
10 H 3.3544 1.1104 -3.0335  0.03
11 H 0.1744 -2.8908 1.4854  0.06
12 H 2.5198 0.7247 -4.3284  0.04
13 H -0.7805 -2.6472 -0.9932  0.16
14 H 1.7578 -2.9613 0.9138  0.08
15 H -0.7286 1.7856 0.8975  0.14
16 H 2.3009 3.9937 3.7044  0.04
17 H -3.8947 -0.1793 0.2265  0.05
18 H -1.2113 2.2875 -0.8423  0.13
19 H 0.8720 -2.0956 -1.2950  0.11
20 H 0.6126 -4.1039 0.2957  0.08
21 H -0.8044 0.1167 -1.5413  0.17
22 H -4.2679 0.8232 -0.8404  0.06
23 H 1.0178 4.5159 4.1195  0.04
24 H 0.6142 -0.4658 0.8997  0.17